# 1
103
Properties=species:S:1:pos:R:3:forces:R:3:lowdin_charge:R:1 method="wB97M-V/def2-TZVPD" orbital_gap_ev=3.90 mol_weight_g_mol=1190.1 spin_multiplicity=1 lumo_energy_ev=3.04 de_lowest_ev=10.185 charge=-2
Ba -1.482 0.140 1.402 0.5 -0.5 0.5 2.026
C -2.979 2.407 -5.136 0.0 0.1 0.0 -0.114
C -2.602 3.535 -4.425 0.0 -0.1 -0.1 -0.112
C -2.104 3.445 -3.112 0.0 0.0 0.1 -0.033
C -2.061 2.189 -2.568 -0.1 -0.1 -0.2 -0.074
C -1.591 1.353 -1.385 0.2 0.2 0.3 -0.383
N -2.599 0.414 -0.880 0.0 0.4 -0.7 -0.085
C -2.005 0.119 -2.120 0.1 -0.4 0.0 -0.374
N -1.040 -0.940 -2.350 0.0 -0.2 0.0 0.088
C 0.182 -0.401 -2.704 0.0 0.2 0.0 -0.127
C 1.069 -0.654 -3.777 -0.1 -0.1 0.1 -0.075
C 1.172 -1.723 -4.690 0.0 0.0 0.0 -0.016
C 2.105 -1.647 -5.687 0.0 0.1 0.0 -0.104
C 2.946 -0.508 -5.811 0.0 -0.1 -0.1 -0.110
C 2.859 0.546 -4.947 -0.1 0.0 0.1 -0.036
C 1.905 0.484 -3.903 0.2 0.0 -0.3 -0.113
C 1.547 1.429 -2.932 -0.2 0.0 0.3 -0.204
N 1.900 2.724 -2.937 0.3 0.0 -0.3 0.223
C 1.574 3.647 -2.130 -0.2 0.2 0.5 -0.221
N 0.831 3.511 -0.927 0.1 -0.2 0.1 0.159
C 0.928 4.650 -0.153 0.2 0.4 -0.3 -0.218
N 0.781 4.743 1.159 0.0 -0.5 0.0 0.204
C 0.655 3.376 1.415 0.1 0.0 0.3 -0.252
N -0.323 2.717 0.845 0.0 0.3 -0.5 0.070
C 0.509 2.148 -0.225 -0.4 0.1 0.0 -0.354
N -0.182 1.243 -1.053 -0.1 0.3 -0.3 0.052
C 1.797 1.706 0.442 0.1 0.0 -0.1 -0.076
C 2.771 0.779 0.139 -0.1 0.0 0.1 0.022
C 3.850 0.702 1.015 0.0 -0.1 0.0 -0.053
C 3.969 1.561 2.102 0.0 0.0 0.0 -0.076
C 3.004 2.526 2.373 -0.1 0.0 0.0 -0.013
C 1.901 2.550 1.545 0.1 0.1 0.0 -0.091
C 1.511 5.685 -1.023 -0.2 -0.1 0.3 -0.094
C 1.724 7.030 -0.781 0.1 0.1 -0.2 -0.018
C 2.360 7.764 -1.774 -0.1 0.0 0.1 -0.095
C 2.779 7.149 -2.957 0.0 -0.1 -0.1 -0.092
C 2.577 5.796 -3.185 0.0 0.1 0.1 -0.012
C 1.932 5.064 -2.196 0.1 -0.2 -0.2 -0.091
N 0.556 0.784 -2.161 0.1 -0.1 0.0 0.116
C -2.453 1.044 -3.282 0.1 0.1 0.0 -0.053
C -2.887 1.118 -4.580 -0.1 -0.1 0.0 -0.031
H -3.327 2.526 -6.156 0.0 0.0 0.0 0.085
H -2.665 4.505 -4.905 0.0 0.0 0.0 0.086
H -1.749 4.325 -2.587 0.0 0.0 0.0 0.098
H 0.533 -2.586 -4.583 0.0 0.0 0.0 0.092
H 2.210 -2.464 -6.390 0.0 0.0 0.0 0.088
H 3.674 -0.479 -6.614 0.0 0.0 0.0 0.088
H 3.494 1.416 -5.049 0.0 0.0 0.0 0.101
H 2.676 0.111 -0.707 0.0 0.0 0.0 0.123
H 4.607 -0.054 0.854 0.0 0.0 0.0 0.107
H 4.823 1.459 2.761 0.0 0.0 0.0 0.098
H 3.098 3.194 3.219 0.0 0.0 0.0 0.110
H 1.407 7.481 0.149 0.0 0.0 0.0 0.112
H 2.536 8.823 -1.629 0.0 0.0 0.0 0.092
H 3.278 7.742 -3.713 0.0 0.0 0.0 0.095
H 2.904 5.315 -4.097 0.0 0.0 0.0 0.113
H -3.119 0.238 -5.169 0.0 0.0 0.0 0.100
Br 0.616 -9.080 6.110 0.0 0.0 0.1 0.660
C 1.112 -8.409 4.401 0.0 0.0 -0.1 -0.712
C 0.148 -7.805 3.603 0.0 0.0 0.0 -0.130
C 0.496 -7.314 2.360 -0.1 0.0 0.1 -0.031
C 1.809 -7.432 1.902 0.3 0.0 -0.4 -0.309
C 2.754 -8.062 2.705 0.0 0.0 0.1 -0.056
C 2.417 -8.541 3.965 -0.1 0.0 0.0 -0.150
N 2.166 -7.147 0.546 -0.2 -0.2 0.4 0.023
N 1.880 -6.055 -0.002 0.1 0.2 -0.1 0.042
C 1.483 -4.911 0.675 -0.1 0.0 -0.2 -0.281
C 1.865 -4.578 1.969 0.0 0.2 0.3 -0.070
C 1.530 -3.338 2.501 0.3 0.1 0.1 -0.035
C 0.813 -2.359 1.787 -0.2 0.0 -0.5 -0.413
O 0.595 -1.176 2.224 0.0 -0.1 0.2 -0.297
C 0.300 -2.742 0.458 0.2 0.0 0.0 -0.222
N -0.509 -1.858 -0.157 0.0 0.1 0.3 -0.059
C -1.084 -2.163 -1.421 -0.2 0.2 -0.3 -0.324
C -0.468 -3.339 -2.110 0.0 -0.1 0.0 -0.064
C 0.343 -4.186 -1.460 0.0 0.0 -0.1 -0.046
C 0.731 -3.959 -0.088 -0.1 0.0 -0.1 -0.130
H -0.870 -7.708 3.957 0.0 0.0 0.0 0.097
H -0.245 -6.814 1.749 0.0 0.0 0.0 0.124
H 3.761 -8.175 2.325 0.0 0.0 0.0 0.104
H 3.161 -9.017 4.589 0.0 0.0 0.0 0.089
H 2.481 -5.239 2.566 0.0 0.0 -0.1 0.096
H 1.887 -3.055 3.485 0.0 0.0 0.0 0.095
H -2.182 -2.290 -1.367 0.0 0.0 0.1 0.135
H -0.753 -3.547 -3.136 -0.1 0.1 0.0 0.082
H 0.729 -5.055 -1.978 0.0 0.0 0.1 0.092
Cl -4.659 -2.764 4.733 0.0 0.0 0.0 0.654
C -4.751 -1.026 4.717 -0.1 0.0 0.1 -0.597
C -5.685 -0.412 5.553 0.0 -0.1 0.0 -0.158
C -5.814 0.947 5.591 0.0 0.1 -0.1 -0.629
Cl -7.002 1.672 6.659 0.0 0.0 0.0 0.612
C -4.995 1.765 4.777 -0.1 0.0 0.1 -0.188
C -5.069 3.176 4.753 0.0 0.0 0.0 -0.047
C -4.238 3.885 3.935 0.0 -0.1 0.0 -0.065
C -3.317 3.179 3.138 0.1 0.1 -0.1 -0.149
N -3.217 1.875 3.141 -0.1 -0.2 0.1 0.046
C -4.043 1.142 3.933 0.1 0.1 0.0 -0.139
C -3.887 -0.318 3.863 0.0 0.2 0.0 -0.447
O -3.038 -0.844 3.095 -0.5 -0.2 0.4 -0.312
H -6.311 -1.036 6.177 0.0 0.0 0.0 0.095
H -5.788 3.678 5.386 0.0 0.0 0.0 0.078
H -4.275 4.965 3.889 0.0 0.0 0.0 0.095
H -2.644 3.715 2.473 0.0 0.0 0.0 0.097

=====

# 2
103
Properties=species:S:1:pos:R:3:forces:R:3:mulliken_spin:R:1 method="wB97M-V/def2-TZVPD" orbital_gap_ev="5.13 / 5.44" mol_weight_g_mol=1532.1 spin_multiplicity=2 s_squared=0.79 lumo_energy_ev="-1.54 / -1.54" de_lowest_ev=1.468
Pt -0.510 0.105 0.319 0.6 0.0 -0.3 0.025
I 4.962 5.311 6.332 -0.3 -0.3 -0.2 0.000
C 3.675 4.001 5.288 0.2 0.3 0.1 0.000
C 2.915 4.468 4.226 0.3 0.2 0.3 -0.001
C 2.091 3.601 3.543 -0.1 -0.6 -0.2 0.001
C 1.984 2.236 3.891 0.7 0.8 0.9 0.001
C 2.743 1.816 4.994 -0.4 0.0 -0.3 0.000
C 3.580 2.675 5.673 0.2 0.1 0.2 0.000
C 1.124 1.386 3.093 -1.3 -1.2 -1.0 -0.003
C 1.374 0.019 2.787 -0.6 1.4 -0.5 -0.004
C 2.235 -0.885 3.458 0.5 -1.2 -0.2 0.002
C 2.100 -2.108 2.853 0.4 0.8 0.8 -0.010
C 1.202 -1.935 1.770 -0.4 -0.2 -1.0 0.021
C 1.024 -2.897 0.759 -0.1 0.8 0.1 0.003
C 1.879 -4.102 0.821 0.1 -0.2 0.0 0.003
C 3.184 -3.984 0.350 -0.1 -0.1 0.1 0.002
C 4.013 -5.085 0.290 0.1 -0.1 0.0 0.000
C 3.531 -6.309 0.717 0.3 -0.5 0.0 0.000
I 4.783 -8.013 0.581 -0.3 0.4 0.1 0.000
C 2.247 -6.442 1.213 0.1 -0.2 0.0 0.000
C 1.417 -5.335 1.256 0.0 0.2 0.0 -0.001
C 0.381 -2.685 -0.466 0.0 0.5 0.7 -0.001
N -0.310 -1.559 -0.808 0.3 0.0 -0.1 -0.020
C -0.595 -1.662 -2.142 -0.7 0.9 0.2 -0.004
C -1.353 -0.742 -2.880 0.1 -0.1 1.0 0.016
C -1.406 -0.922 -4.336 0.0 0.0 -0.4 0.000
C -0.217 -0.748 -5.042 -0.2 0.0 0.1 0.011
C -0.194 -0.845 -6.418 0.0 0.0 -0.2 0.005
C -1.370 -1.139 -7.088 0.0 0.0 -0.6 -0.001
I -1.343 -1.293 -9.198 0.0 0.0 0.4 0.000
C -2.559 -1.333 -6.406 -0.1 0.0 -0.2 0.000
C -2.575 -1.219 -5.028 0.2 -0.1 0.1 -0.001
C -2.016 0.359 -2.314 0.6 -0.4 0.2 -0.013
C -2.989 1.164 -2.971 -0.3 0.7 0.3 -0.002
C -3.369 2.130 -2.085 0.1 -0.4 -0.8 0.001
C -2.614 1.927 -0.892 0.4 0.4 0.7 -0.009
N -1.800 0.844 -1.057 0.0 -0.3 0.2 0.009
C -2.619 2.776 0.235 1.0 -1.1 0.2 0.011
C -1.780 2.596 1.358 -0.3 -0.1 -1.0 -0.010
C -1.856 3.355 2.552 0.7 0.1 0.9 0.000
C -0.771 3.009 3.318 -0.9 0.7 -0.3 -0.001
C -0.059 2.018 2.594 0.8 -0.7 -0.1 0.005
N -0.707 1.748 1.434 -0.3 -0.3 0.2 0.016
C -3.386 4.016 0.186 -0.5 0.6 0.0 0.001
C -2.732 5.226 0.441 0.0 -0.3 -0.2 0.000
C -3.398 6.428 0.348 -0.2 0.2 0.0 0.000
C -4.739 6.437 0.003 -0.2 0.5 0.0 0.000
I -5.761 8.286 -0.143 0.2 -0.4 0.0 0.000
C -5.412 5.254 -0.245 -0.2 0.2 0.0 -0.001
C -4.738 4.053 -0.153 0.3 -0.1 0.3 0.001
C -0.102 -2.898 -2.642 0.5 -0.8 0.4 0.005
C 0.491 -3.548 -1.596 -0.4 0.1 -0.9 -0.004
N 0.736 -0.649 1.764 -0.2 0.0 -0.3 0.009
H 2.969 5.506 3.935 0.0 0.0 -0.1 0.000
H 1.524 3.984 2.707 0.0 -0.1 -0.1 0.000
H 2.633 0.816 5.372 0.0 -0.1 0.1 0.000
H 4.148 2.310 6.514 0.0 0.0 0.1 0.000
H 2.886 -0.669 4.278 0.1 0.0 0.1 0.001
H 2.598 -3.023 3.107 0.1 -0.1 0.1 0.000
H 3.542 -3.022 0.016 0.0 0.1 0.0 0.000
H 5.016 -4.987 -0.094 0.1 0.0 0.0 0.000
H 1.890 -7.401 1.555 0.0 -0.1 0.0 0.000
H 0.404 -5.435 1.620 -0.1 0.0 0.0 0.000
H 0.688 -0.524 -4.498 0.1 0.1 0.0 -0.008
H 0.727 -0.682 -6.958 0.1 0.0 0.0 0.002
H -3.468 -1.562 -6.944 0.0 0.0 0.0 0.000
H -3.491 -1.391 -4.482 -0.1 0.0 0.0 0.000
H -3.345 1.013 -3.971 0.0 0.1 -0.1 0.000
H -4.083 2.910 -2.257 0.0 0.1 0.0 0.000
H -2.641 4.041 2.800 -0.1 0.1 0.1 0.000
H -0.518 3.357 4.301 0.0 0.1 0.1 0.000
H -1.683 5.217 0.693 0.1 0.0 0.0 0.000
H -2.869 7.347 0.539 0.0 0.2 0.0 0.000
H -6.456 5.261 -0.509 -0.2 0.0 0.0 0.000
H -5.264 3.125 -0.309 -0.1 -0.1 -0.1 0.000
H -0.211 -3.232 -3.655 0.0 -0.1 -0.2 0.000
H 0.970 -4.509 -1.604 0.0 -0.1 0.0 0.000
O -2.661 -0.637 1.475 -0.8 0.2 0.2 -0.004
N -2.524 -1.681 2.186 -0.2 0.0 0.1 0.000
C -3.224 -2.799 1.896 -0.2 -0.5 -0.2 0.003
C -3.074 -3.949 2.633 0.2 0.0 0.2 -0.001
C -2.184 -3.979 3.697 0.1 0.1 -0.1 0.003
C -1.481 -2.821 3.993 -0.2 -0.3 -0.1 -0.001
C -1.682 -1.689 3.241 0.4 0.2 0.4 0.005
H -3.888 -2.720 1.050 0.0 0.2 0.0 0.000
H -3.650 -4.822 2.371 -0.1 0.0 -0.1 0.000
H -2.028 -4.879 4.265 0.0 -0.2 0.1 0.000
H -0.768 -2.787 4.801 0.0 0.0 0.1 0.000
H -1.171 -0.757 3.426 -0.1 0.0 -0.1 0.000
Cl 4.166 -0.095 -6.302 0.1 0.0 -0.3 0.023
C 3.572 0.174 -4.708 -0.2 0.0 0.5 0.213
C 3.556 1.464 -4.176 0.0 -0.1 -0.3 -0.096
C 3.083 1.680 -2.907 -0.2 -0.3 0.3 0.225
C 2.649 0.599 -2.088 0.3 -0.1 -0.7 -0.028
C 2.263 0.768 -0.770 0.4 -0.1 0.5 0.325
C 2.681 -0.702 -2.667 0.0 0.4 0.3 0.140
C 3.112 -0.905 -3.952 0.2 0.1 -0.2 -0.123
H 3.926 2.285 -4.770 0.0 0.1 -0.1 -0.002
H 3.080 2.678 -2.495 0.0 0.1 0.0 0.008
H 2.267 1.737 -0.303 -0.1 0.2 0.1 0.009
H 2.178 -0.093 -0.130 -0.1 0.0 0.0 0.159
H 2.347 -1.539 -2.073 -0.1 -0.1 0.1 0.089
H 3.097 -1.894 -4.383 0.1 -0.1 -0.1 -0.005